(1)
{"formula": "C27H51IN8O9P2S", "method": "ωB97M-V/def2-TZVPD", "symbols": ["C", "C", "I", "C", "C", "C", "C", "C", "P", "N", "O", "C", "N", "C", "C", "P", "O", "O", "O", "C", "S", "N", "C", "H", "H", "H", "H", "H", "H", "H", "H", "H", "H", "H", "H", "H", "H", "H", "H", "C", "O", "N", "C", "C", "H", "H", "H", "H", "H", "H", "H", "C", "O", "N", "C", "C", "H", "H", "H", "H", "H", "H", "H", "C", "O", "N", "C", "C", "H", "H", "H", "H", "H", "H", "H", "C", "O", "N", "C", "C", "H", "H", "H", "H", "H", "H", "H", "C", "O", "N", "C", "C", "H", "H", "H", "H", "H", "H", "H"], "coordinates": [[0.39018, -9.39042, -1.94269], [0.08426, -8.07912, -1.16295], [-1.65306, -7.17326, -2.11578], [1.31186, -7.15720, -1.17611], [1.31328, -6.06255, -0.12593], [0.49155, -4.97763, -0.26844], [0.51167, -3.94372, 0.70992], [1.34895, -3.98681, 1.80004], [1.27524, -2.50697, 2.91290], [-0.39933, -2.43492, 3.34040], [2.05548, -2.85325, 4.33567], [2.21610, -5.11834, 1.94238], [3.06501, -5.15185, 2.99785], [3.85531, -6.19727, 3.07325], [4.82071, -6.21228, 4.23799], [4.01061, -6.61472, 5.83111], [4.66072, -7.70515, 6.58276], [2.44233, -6.87020, 5.50886], [4.02071, -5.26325, 6.71319], [3.78947, -7.25241, 2.11395], [4.91806, -8.65911, 2.27748], [2.99083, -7.27405, 1.07339], [2.20670, -6.16720, 0.98907], [1.23398, -9.26603, -2.62197], [0.53442, -10.22668, -1.25781], [-0.46175, -9.66152, -2.56572], [-0.21372, -8.38482, -0.16265], [2.18261, -7.80746, -1.09286], [1.37022, -6.70384, -2.17074], [-0.17010, -4.84539, -1.11277], [-0.14764, -3.09558, 0.56731], [-0.47359, -1.59935, 3.91836], [-0.63028, -3.20632, 3.96963], [1.46879, -3.38692, 4.88764], [5.68943, -6.83925, 4.06782], [5.18233, -5.18475, 4.34839], [2.40829, -7.60935, 4.88664], [4.16703, -5.57059, 7.61848], [4.31851, -9.42264, 3.21628], [1.04618, 0.89302, 3.04277], [1.03823, 0.14839, 4.01015], [0.47867, 2.10660, 3.00089], [0.51877, 2.94215, 1.81098], [-0.20138, 2.60350, 4.18372], [1.53675, 0.60658, 2.09827], [1.02570, 3.88170, 2.04568], [-0.49450, 3.15664, 1.47731], [1.06138, 2.43440, 1.01357], [0.49710, 2.65423, 5.02015], [-1.01306, 1.92825, 4.45750], [-0.60506, 3.59262, 3.98300], [-0.73233, 5.14702, -0.02450], [-1.53947, 4.69582, 0.77701], [-0.49190, 6.44592, -0.22529], [0.47778, 6.89538, -1.20805], [-1.22310, 7.42919, 0.55539], [-0.12254, 4.49319, -0.66884], [1.25738, 7.48047, -0.71297], [-0.01553, 7.51439, -1.95423], [0.92923, 6.04504, -1.70254], [-1.02869, 7.27063, 1.61822], [-2.29468, 7.31252, 0.38128], [-0.91618, 8.43084, 0.27051], [-0.81862, 4.84062, -4.47884], [-0.30971, 5.50691, -3.59521], [-1.44250, 3.66253, -4.29466], [-2.02715, 2.92280, -5.39532], [-1.53226, 3.11648, -2.94959], [-0.80813, 5.16302, -5.53322], [-3.09852, 2.79346, -5.22981], [-1.55858, 1.93961, -5.47362], [-1.87767, 3.45938, -6.32990], [-2.06284, 3.81182, -2.29833], [-0.53119, 2.96312, -2.54441], [-2.06145, 2.16761, -2.97319], [-1.71409, -3.35962, -3.85441], [-1.01469, -3.31363, -2.86167], [-1.25212, -3.41035, -5.11860], [-2.13924, -3.46513, -6.26295], [0.18549, -3.41281, -5.33179], [-2.81572, -3.36507, -3.79381], [-1.95724, -4.37841, -6.83283], [-1.96748, -2.60257, -6.91054], [-3.17632, -3.45718, -5.93414], [0.63254, -4.27404, -4.83391], [0.62571, -2.50879, -4.90953], [0.39802, -3.45784, -6.39695], [-2.72134, 10.50546, -0.70694], [-1.52291, 10.32632, -0.60176], [-3.51274, 10.97986, 0.27347], [-4.93772, 11.17167, 0.08978], [-2.91125, 11.30815, 1.55564], [-3.26892, 10.28542, -1.63846], [-5.19548, 12.22155, 0.24254], [-5.49150, 10.56202, 0.80640], [-5.22845, 10.88121, -0.91750], [-2.14469, 12.07196, 1.42155], [-2.43946, 10.42270, 1.98286], [-3.67568, 11.67548, 2.23536]], "mulliken_charge": [-1.156, -0.278, 0.041, -1.428, 1.094, -0.517, -1.015, 0.385, 0.320, -0.604, -0.490, -0.188, -0.260, 0.043, -0.997, 0.997, -0.740, -0.514, -0.511, 0.196, -0.227, -0.527, 0.599, 0.326, 0.292, 0.395, 0.510, 0.492, 0.447, 0.098, 0.386, 0.389, 0.251, 0.285, 0.590, 0.397, 0.357, 0.319, 0.172, 0.225, -0.654, 0.221, -1.022, -0.960, 0.238, 0.322, 0.486, 0.269, 0.317, 0.302, 0.319, 0.192, -0.714, 0.220, -1.012, -1.142, 0.297, 0.361, 0.302, 0.404, 0.304, 0.312, 0.490, 0.083, -0.520, 0.137, -0.941, -0.858, 0.235, 0.331, 0.332, 0.300, 0.272, 0.239, 0.394, 0.056, -0.610, 0.156, -0.942, -0.870, 0.335, 0.348, 0.333, 0.298, 0.213, 0.293, 0.378, 0.125, -0.625, 0.131, -0.926, -0.894, 0.302, 0.337, 0.341, 0.288, 0.307, 0.237, 0.382], "max_force_ev_per_a": 1.6, "homo_lumo_gap_ha": 0.265, "mol_weight_g_mol": 852.7, "smiles": "C[C@H](I)Cc1ccc(P(N)O)c2nc(CP(=O)(O)O)c(S)nc12.CN(C)C=O.CN(C)C=O.CN(C)C=O.CN(C)C=O.CN(C)C=O", "total_energy_ha": -3553.3512}


(2)
{"formula": "C27H51N2O2P3Pb", "method": "ωB97M-V/def2-TZVPD", "symbols": ["Pb", "P", "P", "P", "H", "C", "C", "H", "C", "C", "C", "C", "C", "C", "C", "C", "C", "H", "H", "H", "H", "H", "H", "H", "H", "H", "H", "H", "H", "H", "H", "H", "H", "H", "H", "H", "H", "H", "H", "H", "H", "H", "H", "H", "H", "H", "C", "C", "C", "C", "C", "C", "O", "H", "H", "H", "H", "H", "H", "C", "C", "N", "C", "C", "C", "O", "C", "C", "C", "C", "N", "C", "H", "H", "H", "H", "H", "H", "H", "H", "H", "H", "H", "H", "H", "H"], "coordinates": [[0.57608, 0.08598, -2.53819], [1.23922, -3.35215, -2.15271], [2.89607, 0.34602, -0.79595], [-1.87923, 0.92643, -1.50668], [2.41458, 4.76188, -1.20073], [1.35080, 4.76055, -0.93738], [0.93057, 4.56166, 0.32222], [1.63218, 4.36422, 1.14173], [2.30032, -2.81853, -3.51216], [2.10384, -4.60691, -1.20393], [-0.28464, -4.01773, -2.83278], [3.27289, 1.92489, 0.03711], [3.06553, -0.85537, 0.57934], [4.44219, 0.04898, -1.73516], [-1.93149, 2.45573, -0.51177], [-3.04658, -0.19900, -0.67040], [-2.83855, 1.43043, -2.98141], [0.65075, 4.96106, -1.75722], [-0.12401, 4.66999, 0.59894], [1.80572, -3.03021, -4.47161], [3.24481, -3.38135, -3.47858], [2.54582, -1.74433, -3.47415], [2.16347, -5.54348, -1.77606], [1.55959, -4.78925, -0.26821], [3.11726, -4.25929, -0.96021], [-0.05240, -4.77486, -3.59615], [-0.87434, -3.20886, -3.28862], [-0.87759, -4.47638, -2.02967], [4.33146, 2.17656, -0.11833], [3.08411, 1.83841, 1.11504], [2.65092, 2.74088, -0.35455], [4.11186, -0.89113, 0.91630], [2.76181, -1.85790, 0.24837], [2.42339, -0.55972, 1.41906], [5.30141, 0.06813, -1.04874], [4.56473, 0.83962, -2.48931], [4.40646, -0.92416, -2.24469], [-2.85804, 3.00468, -0.73407], [-1.06781, 3.09733, -0.73479], [-1.90158, 2.18949, 0.55030], [-4.07637, 0.11358, -0.89405], [-2.86957, -0.19258, 0.41108], [-2.89069, -1.22074, -1.04424], [-3.90723, 1.44494, -2.72345], [-2.67197, 0.71281, -3.79726], [-2.51799, 2.42367, -3.32443], [0.32845, 2.09775, -5.07923], [1.08190, 1.25069, -5.94184], [0.77364, 1.19479, -7.29487], [-0.19392, 2.04416, -7.84212], [-0.88128, 2.93776, -7.01294], [-0.60234, 3.00830, -5.65449], [0.40145, 1.99137, -3.77241], [0.88954, -2.29913, -1.24843], [1.84613, 0.60133, -5.50766], [1.29431, 0.47304, -7.92596], [-0.41212, 2.02178, -8.91156], [-1.65134, 3.59114, -7.42420], [-1.11868, 3.69828, -4.98738], [-3.66667, -2.82589, 6.38996], [-2.17652, -2.65020, 6.55659], [-1.59696, -1.52169, 5.78320], [-2.02842, -0.19500, 6.25516], [-1.81404, -0.03216, 7.75431], [-1.42210, -1.76277, 4.42055], [-1.75690, -2.82759, 3.90189], [-0.74117, -0.70213, 3.60101], [0.23991, 0.16301, 4.11055], [0.76832, 1.13749, 3.26419], [0.30303, 1.19497, 1.93906], [-0.55442, 0.30958, 1.42894], [-1.04139, -0.64402, 2.23057], [-4.21740, -1.92150, 6.67260], [-4.00016, -3.64918, 7.02831], [-3.89939, -3.08623, 5.35243], [-1.92732, -2.43844, 7.59944], [-1.65596, -3.55502, 6.22748], [-1.46989, 0.57830, 5.71797], [-3.10013, -0.04482, 6.02082], [-0.81818, -0.37532, 8.05740], [-1.89246, 1.03124, 8.00218], [-2.57207, -0.56839, 8.33668], [0.56260, 0.06386, 5.14646], [1.50546, 1.86215, 3.60205], [0.64733, 1.98879, 1.26695], [-1.70855, -1.38421, 1.78445]], "mulliken_charge": [0.975, 1.063, 0.859, 0.773, 0.394, -0.576, -0.648, 0.364, -0.899, -1.265, -1.081, -0.520, -0.783, -1.416, -1.094, -1.004, -1.249, 0.271, 0.352, 0.410, 0.463, 0.065, 0.414, 0.431, 0.427, 0.448, 0.311, 0.394, 0.591, 0.423, -0.536, 0.453, 0.056, 0.080, 0.470, 0.418, 0.344, 0.563, -0.090, 0.412, 0.475, 0.080, 0.406, 0.503, 0.365, 0.262, 0.521, -0.420, -0.540, -0.404, -0.529, -0.196, -0.642, -0.193, 0.475, 0.414, 0.451, 0.419, 0.523, -0.975, -0.541, 0.336, -0.338, -1.460, 0.027, -0.441, 0.230, -0.354, -0.998, -0.543, 0.420, -0.810, 0.312, 0.383, 0.327, 0.444, 0.390, 0.584, 0.330, 0.400, 0.416, 0.395, 0.768, 0.516, 0.516, 0.634], "max_force_ev_per_a": 3.3, "homo_lumo_gap_ha": [0.190, 0.238], "charge": 4, "mol_weight_g_mol": 735.8, "e_above_lowest_kcal_mol": 0.0, "total_energy_ha": -2534.8137}